(1)
The following is a quantum chemistry calculation of C29H26CoN8O3S as an isolated structure in a non-equilibrium geometry, from the OMol25 dataset.

Last column: Löwdin charge in e.
Cartesian coordinates (Å):
Co: 0.031 -0.065 0.108  0.724
N: -7.012 -4.363 -1.853  0.125
C: -5.905 -3.871 -1.225  -0.306
C: -4.702 -3.704 -1.929  -0.019
C: -3.584 -3.216 -1.289  -0.061
C: -3.654 -2.881 0.059  -0.330
C: -4.839 -3.015 0.767  -0.053
C: -5.955 -3.510 0.130  -0.015
S: -2.197 -2.377 0.871  0.637
O: -2.474 -2.008 2.228  -0.277
O: -1.171 -3.343 0.601  -0.306
N: -1.654 -0.990 0.071  -0.123
C: -2.410 0.164 0.131  -0.455
N: -3.707 0.236 0.344  0.177
C: -4.229 1.456 0.416  -0.067
C: -3.471 2.613 0.272  -0.022
C: -2.123 2.439 0.052  -0.063
N: -1.599 1.222 -0.028  0.086
H: -6.970 -4.671 -2.805  0.101
H: -7.858 -4.532 -1.342  0.102
H: -4.655 -3.983 -2.976  0.114
H: -2.649 -3.092 -1.824  0.110
H: -4.867 -2.721 1.808  0.120
H: -6.883 -3.635 0.677  0.117
H: -5.296 1.506 0.604  0.125
H: -3.910 3.597 0.326  0.113
H: -1.445 3.277 -0.062  0.132
N: 9.082 4.401 0.407  0.175
C: 8.013 3.980 0.376  -0.170
C: 6.683 3.426 0.336  -0.217
C: 5.608 4.196 -0.097  -0.003
C: 4.343 3.637 -0.155  -0.006
C: 4.138 2.318 0.236  -0.195
C: 5.213 1.557 0.683  -0.007
C: 6.484 2.103 0.727  -0.005
C: 2.775 1.719 0.181  -0.035
C: 2.109 1.526 1.373  -0.225
C: 2.538 1.873 2.681  0.019
C: 1.549 1.480 3.553  -0.033
C: 0.529 0.906 2.768  -0.071
N: 0.848 0.953 1.482  -0.003
C: 2.267 1.374 -1.074  -0.233
C: 2.886 1.552 -2.330  0.006
C: 2.022 1.049 -3.288  -0.049
C: 0.899 0.576 -2.598  -0.126
N: 1.038 0.768 -1.284  -0.003
H: 5.765 5.226 -0.387  0.127
H: 3.502 4.230 -0.496  0.131
H: 5.054 0.531 0.994  0.126
H: 7.325 1.514 1.065  0.127
H: 3.463 2.375 2.919  0.125
H: 1.531 1.587 4.625  0.110
H: -0.417 0.499 3.104  0.131
H: 3.852 2.003 -2.496  0.121
H: 2.163 1.024 -4.357  0.106
H: 0.004 0.131 -3.012  0.119
C: 3.110 -3.526 -1.950  -0.009
N: 2.004 -2.819 -1.301  -0.123
C: 0.661 -2.892 -1.879  -0.001
C: 2.223 -2.092 -0.232  -0.228
O: 1.379 -1.414 0.393  -0.045
H: 2.727 -4.413 -2.444  0.095
H: 3.847 -3.829 -1.209  0.097
H: 3.596 -2.895 -2.694  0.100
H: 0.653 -3.645 -2.661  0.101
H: 0.377 -1.934 -2.313  0.066
H: -0.060 -3.150 -1.106  0.057
H: 3.254 -2.113 0.131  0.161

Atomic forces in eV per Å
-0.8 1.4 -0.5
0.1 0.1 0.1
-0.1 0.0 0.0
0.1 0.0 -0.1
-0.1 -0.1 0.0
0.2 0.1 0.0
0.0 0.1 0.1
-0.1 -0.1 0.0
0.2 0.1 -0.2
-0.1 0.1 0.0
0.1 0.0 0.0
0.0 -0.4 0.4
-0.3 0.0 0.1
-0.2 -0.2 0.1
0.1 0.0 0.0
-0.2 -0.1 0.0
0.6 0.3 -0.1
0.7 -1.0 0.1
0.0 0.0 0.0
0.0 0.0 0.0
0.0 0.0 0.0
-0.1 -0.1 0.0
0.0 -0.1 0.0
0.0 0.0 0.0
0.0 0.0 0.0
0.0 0.0 0.0
0.0 0.0 0.0
-0.1 0.0 0.0
0.0 0.0 0.0
0.0 -0.1 0.0
0.0 0.1 0.0
-0.1 0.0 0.0
0.0 0.0 0.0
0.0 0.0 0.0
0.0 0.0 0.0
0.2 0.0 0.0
0.0 0.1 0.3
0.0 0.0 0.1
0.1 0.1 0.0
-0.3 0.0 -0.1
0.3 -0.3 -0.8
0.0 0.0 -0.4
0.0 0.0 -0.1
0.0 0.0 0.0
-0.2 -0.1 0.0
0.4 0.0 1.0
0.0 0.0 0.0
0.0 0.0 0.0
0.0 0.0 0.0
0.0 0.0 0.0
0.0 0.0 0.0
0.0 0.0 0.0
0.1 -0.1 0.0
-0.1 0.0 0.0
0.0 0.0 0.1
0.0 0.0 0.1
0.1 0.1 0.0
-0.1 0.0 -0.1
-0.1 0.1 -0.1
-0.1 0.0 -0.2
-0.2 0.2 0.1
0.0 0.0 0.1
0.0 0.0 0.0
-0.1 0.0 0.0
0.0 0.0 0.0
0.1 0.0 -0.1
0.1 -0.1 0.0
0.0 -0.1 0.2

lowest unoccupied orbital energy (alpha / beta)	-4.4 / -4.4	eV
total charge	+1
HOMO-LUMO gap (alpha / beta)	5.99 / 6.01	eV


(2)
The following is a quantum chemistry calculation of C30H39N7O10PRb as an isolated structure in a non-equilibrium geometry, from the OMol25 dataset.

Last column: Löwdin charge in e.
Cartesian coordinates (Å):
Rb: 1.292 4.531 -1.829  0.836
O: 0.757 0.846 -0.297  -0.659
H: -0.201 1.001 -0.185  -0.217
C: -0.888 2.222 4.926  -0.069
C: -1.604 3.188 4.232  -0.078
C: -2.494 4.035 4.872  0.001
C: -2.708 3.837 6.276  -0.106
C: -2.115 2.723 6.918  -0.003
C: -1.223 1.918 6.228  -0.074
N: -3.757 4.592 7.026  -0.321
O: -3.946 4.377 8.229  0.059
O: -4.254 5.600 6.482  0.041
H: -0.170 1.693 4.317  0.114
H: -1.469 3.408 3.183  0.106
H: -3.039 4.837 4.397  0.110
H: -2.294 2.402 7.934  0.116
H: -0.714 1.058 6.638  0.110
C: 5.952 -3.654 2.863  -0.092
C: 5.288 -2.458 3.196  -0.059
C: 5.627 -1.865 4.389  -0.024
C: 6.591 -2.372 5.262  -0.149
C: 7.241 -3.501 4.814  0.001
C: 6.891 -4.266 3.649  -0.039
N: 7.010 -1.651 6.474  -0.328
O: 6.276 -0.783 6.982  0.067
O: 8.133 -1.948 6.850  0.075
H: 5.709 -4.025 1.878  0.104
H: 4.779 -1.879 2.440  0.112
H: 5.160 -0.914 4.598  0.115
H: 8.045 -3.841 5.450  0.111
H: 7.394 -5.177 3.360  0.107
C: -1.981 -4.231 1.253  -0.069
C: -2.333 -4.415 2.572  -0.075
C: -3.241 -5.418 2.909  0.007
C: -3.753 -6.260 1.900  -0.151
C: -3.380 -6.061 0.574  -0.005
C: -2.495 -5.028 0.199  -0.037
N: -4.698 -7.282 2.291  -0.360
O: -5.427 -7.791 1.426  0.053
O: -4.876 -7.523 3.451  0.088
H: -1.350 -3.423 0.912  0.107
H: -1.984 -3.721 3.322  0.108
H: -3.478 -5.412 3.963  0.116
H: -3.720 -6.821 -0.113  0.114
H: -2.203 -4.965 -0.839  0.104
C: 6.130 2.424 0.851  -0.052
C: 7.036 3.088 1.714  -0.051
C: 8.427 2.777 1.640  0.008
C: 8.962 2.073 0.540  -0.131
C: 8.067 1.442 -0.302  -0.030
C: 6.696 1.545 -0.129  -0.064
N: 10.442 2.076 0.276  -0.360
O: 11.151 2.746 1.025  0.063
O: 10.863 1.449 -0.632  0.106
H: 5.050 2.410 0.876  0.100
H: 6.653 3.810 2.419  0.097
H: 9.171 3.130 2.338  0.109
H: 8.560 0.856 -1.063  0.115
H: 6.002 0.952 -0.706  0.104
O: -4.055 -0.496 -7.443  -0.298
P: -4.460 0.536 -6.447  0.583
N: -4.273 2.107 -7.060  -0.300
C: -3.627 2.287 -8.362  -0.120
C: -4.369 3.285 -6.225  -0.129
N: -3.375 0.504 -5.137  -0.291
C: -1.926 0.386 -5.292  -0.113
C: -3.615 1.270 -3.923  -0.142
N: -6.065 0.540 -5.827  -0.310
C: -6.409 -0.445 -4.848  -0.146
C: -7.074 0.575 -6.966  -0.080
H: -3.993 3.077 -9.018  0.077
H: -3.785 1.383 -8.950  0.066
H: -2.542 2.364 -8.299  0.075
H: -3.512 3.474 -5.579  0.058
H: -5.290 3.266 -5.642  0.079
H: -4.443 4.211 -6.795  0.078
H: -1.428 1.354 -5.341  0.071
H: -1.444 -0.074 -4.430  0.085
H: -1.587 -0.162 -6.171  0.084
H: -4.683 1.364 -3.725  0.076
H: -3.023 0.814 -3.130  0.085
H: -3.114 2.236 -3.972  0.056
H: -5.652 -0.610 -4.080  0.076
H: -7.364 -0.097 -4.455  0.084
H: -6.619 -1.380 -5.366  0.085
H: -8.077 0.714 -6.563  0.082
H: -7.009 -0.285 -7.632  0.081
H: -6.747 1.443 -7.539  0.067

Atomic forces in eV per Å
-0.1 -0.8 0.3
-0.4 1.0 -0.3
0.6 -0.2 0.0
-0.6 0.1 -1.3
-0.3 1.4 0.1
-0.5 -0.1 2.5
-0.2 -1.8 -0.6
-0.2 0.3 -0.1
0.8 0.3 -0.6
0.2 2.9 1.1
0.4 -0.8 -1.8
0.7 -2.0 0.0
0.2 -0.4 0.4
0.4 -0.4 -0.1
0.0 -0.1 -0.2
-0.5 0.6 0.1
-0.2 0.1 0.6
-1.1 0.3 -1.4
1.9 -0.5 0.3
-0.8 1.4 0.6
-1.1 -0.4 -2.0
0.8 -1.9 0.6
0.1 2.3 1.7
0.0 0.8 0.1
1.1 -1.7 -1.0
-0.6 0.4 0.5
0.1 -0.5 -0.1
-0.6 -0.3 0.1
0.0 0.1 0.3
0.1 -0.3 0.0
0.1 0.1 0.2
-0.1 0.0 -2.3
-0.6 -0.3 -0.5
0.4 0.3 -0.3
1.3 1.6 0.9
0.4 -0.3 -0.1
-0.7 -1.1 2.1
-2.4 -0.7 -1.5
1.3 0.5 0.0
0.7 0.1 1.4
0.3 0.2 0.5
0.1 -0.1 0.1
-0.5 -0.8 -0.1
-0.2 0.2 -0.3
0.1 0.4 0.1
2.3 -1.1 -0.9
0.3 -1.2 -0.7
0.0 0.6 -0.9
-1.5 0.9 1.3
0.9 -0.4 -0.6
-0.5 0.9 1.1
-0.5 1.2 2.4
-0.8 -0.2 -0.2
0.3 -1.3 -1.9
0.0 0.6 0.4
0.2 -0.2 0.4
-0.3 0.5 0.2
-0.5 -0.2 -0.4
0.2 0.0 -0.3
-0.7 0.8 0.6
1.3 0.4 -0.1
-0.4 0.2 -1.1
0.2 -1.2 -0.4
-0.4 0.4 0.1
-0.6 -0.3 0.5
0.3 -0.3 -0.7
0.4 -0.1 -0.1
1.4 0.5 -1.6
-0.8 -0.7 -0.2
1.6 0.8 0.7
-0.4 0.5 0.6
0.0 -0.1 0.1
0.2 0.3 0.2
0.1 -0.3 0.2
0.1 -0.2 0.3
-0.1 -0.2 -0.6
-0.2 0.6 -0.2
-0.4 -0.3 0.2
-0.5 -0.1 -0.1
0.3 0.1 0.3
-0.6 -0.5 0.4
-0.4 0.5 -0.2
-0.1 0.2 -0.1
0.1 -0.2 0.7
0.1 -0.5 0.3
0.1 0.0 0.0
-0.1 -0.3 0.3
-0.5 0.1 -0.2

lowest unoccupied orbital energy	-1.9	eV
total charge	0
HOMO-LUMO gap	4.69	eV


(3)
The following is a quantum chemistry calculation of C18H30Cl6CuMgO17S2 as an isolated structure in a non-equilibrium geometry, from the OMol25 dataset.

Last column: Mulliken spin population.
Cartesian coordinates (Å):
Mg: -0.107 -1.986 -0.080  -0.001
Cu: 3.928 0.964 1.479  0.000
S: 1.920 -0.511 0.524  0.001
O: 1.887 -1.869 -0.098  0.000
O: 0.444 -0.229 0.551  -0.001
O: 2.517 -0.524 1.874  0.000
O: 2.726 0.464 -0.249  0.000
S: -0.774 -4.365 0.575  -0.067
O: -0.245 -3.890 -0.713  0.023
O: -0.620 -3.150 1.402  0.021
O: -2.109 -4.953 0.556  0.420
O: -0.042 -5.550 1.103  0.599
C: -1.097 4.335 4.482  0.000
C: 0.365 4.488 4.141  0.000
C: 1.334 4.181 5.292  0.000
O: 2.340 3.354 4.693  0.000
C: 1.915 2.942 3.486  0.000
O: 2.513 2.181 2.788  0.000
O: 0.728 3.465 3.180  0.000
H: -1.263 3.542 5.202  0.000
H: -1.703 4.272 3.578  0.000
H: -1.450 5.286 4.904  0.000
H: 0.615 5.450 3.696  0.000
H: 0.852 3.551 6.041  0.000
H: 1.761 5.077 5.729  0.000
C: -5.811 0.592 -1.607  0.000
C: -5.289 -0.748 -1.143  0.000
C: -4.956 -1.793 -2.229  0.000
O: -3.578 -2.096 -1.998  0.001
C: -3.124 -1.394 -0.973  0.002
O: -1.988 -1.438 -0.588  0.000
O: -4.050 -0.619 -0.418  0.000
H: -5.059 1.130 -2.183  0.000
H: -6.031 1.201 -0.727  0.000
H: -6.758 0.451 -2.125  0.000
H: -6.002 -1.160 -0.428  0.000
H: -5.104 -1.496 -3.262  0.000
H: -5.556 -2.679 -2.019  0.000
C: 2.007 2.360 -4.200  0.000
C: 0.954 1.749 -3.319  0.000
C: -0.420 1.557 -3.949  0.000
O: -0.883 0.343 -3.306  0.000
C: 0.186 -0.307 -2.814  0.000
O: 0.140 -1.361 -2.262  0.000
O: 1.312 0.398 -2.997  0.000
H: 2.879 2.625 -3.604  0.000
H: 1.683 3.262 -4.721  0.000
H: 2.310 1.658 -4.980  0.000
H: 0.851 2.349 -2.412  0.000
H: -0.376 1.397 -5.029  0.000
H: -1.131 2.354 -3.751  0.000
Cl: -0.901 4.222 -1.223  0.000
C: -0.640 3.301 0.291  0.000
C: -1.590 2.151 0.438  0.000
Cl: -3.280 2.706 0.494  0.000
H: -0.802 4.001 1.103  0.000
H: 0.377 2.916 0.295  0.000
H: -1.343 1.699 1.400  0.000
H: -1.431 1.360 -0.287  0.000
Cl: 3.853 -4.835 1.463  0.001
C: 2.769 -3.878 2.535  -0.002
C: 3.591 -3.239 3.616  0.000
Cl: 2.525 -2.147 4.545  0.000
H: 2.011 -4.557 2.912  0.000
H: 2.314 -3.121 1.904  0.001
H: 4.369 -2.631 3.167  0.000
H: 3.984 -3.969 4.315  0.000
Cl: 1.970 -3.154 -4.917  0.000
C: 2.010 -3.815 -3.264  0.000
C: 3.249 -3.377 -2.531  0.000
Cl: 4.710 -4.133 -3.249  0.000
H: 1.927 -4.902 -3.227  0.000
H: 1.110 -3.473 -2.763  0.000
H: 3.190 -3.680 -1.490  -0.001
H: 3.385 -2.304 -2.619  0.000

Atomic forces in eV per Å
0.0 0.5 -1.4
-0.6 0.1 0.1
0.1 -0.7 -0.2
1.2 0.0 0.3
0.3 1.7 0.5
-0.2 -0.4 0.1
-0.4 0.2 -0.2
0.9 1.2 -0.3
-0.4 -1.3 -0.6
-0.7 -0.9 1.4
-0.2 -0.1 0.0
0.0 -0.1 0.1
-0.1 1.4 -0.1
0.2 -0.5 0.1
-0.5 -0.5 -0.1
0.2 0.4 -0.3
0.1 -0.1 0.4
0.4 0.1 -0.3
-0.1 0.2 -0.1
-0.2 -0.2 -0.2
0.1 -0.6 0.0
0.2 -0.2 0.3
-0.2 0.0 -0.1
0.0 0.3 0.2
0.2 -0.1 0.1
0.3 0.1 0.6
-0.5 0.1 0.0
-0.4 -0.2 0.7
0.0 -0.1 -0.3
0.1 0.1 0.1
-0.2 0.1 0.3
0.1 0.0 -0.3
-0.2 -0.1 -0.3
0.1 0.0 0.0
0.1 0.0 -0.3
0.0 -0.1 -0.1
0.1 0.3 0.0
0.2 -0.2 -0.3
0.4 0.0 -0.4
-0.3 0.5 -0.5
0.0 -0.2 -0.1
0.0 0.2 -0.1
0.4 0.7 -0.1
-0.2 -0.5 0.1
-0.3 -0.1 0.3
0.1 -0.1 -0.1
-0.3 0.0 0.3
0.0 -0.1 0.1
0.1 -0.3 0.2
0.1 -0.2 0.0
0.0 0.0 0.2
0.1 0.0 -0.1
-0.2 0.0 -0.1
0.5 -0.3 0.6
-0.1 -0.1 -0.1
0.2 0.1 0.0
0.1 0.1 0.0
-0.2 0.0 0.0
-0.3 0.1 -0.3
0.0 0.0 0.1
-0.1 -0.1 -0.5
-0.2 0.1 0.0
0.0 0.0 0.3
0.0 0.0 0.1
0.0 0.0 0.0
0.1 0.0 0.1
0.2 0.0 0.0
-0.1 -0.2 -0.1
-0.3 -0.3 0.7
-0.1 0.1 -0.2
0.1 0.0 0.1
0.2 0.0 -0.6
0.1 0.4 0.1
0.1 0.1 0.0
0.0 0.0 0.2

lowest unoccupied orbital energy (alpha / beta)	-0.5 / -3.0	eV
spin multiplicity	2
total charge	0
expectation value of S²	0.76
HOMO-LUMO gap (alpha / beta)	8.34 / 5.89	eV


(4)
The following is a quantum chemistry calculation of one molecule with the formula C6H9N, from the OMol25 dataset.

Last column: natural (NBO) charge in e.
Cartesian coordinates (Å):
C: 3.322 0.504 0.207  -0.683
C: 1.981 -0.008 -0.075  0.015
C: 0.864 -0.407 -0.286  -0.047
C: -0.446 -1.003 -0.574  -0.288
N: -1.475 -0.682 0.418  -0.393
C: -2.735 -0.157 -0.078  -0.256
C: -1.786 0.712 0.658  -0.259
H: 3.889 0.663 -0.716  0.234
H: 3.891 -0.190 0.836  0.234
H: 3.253 1.460 0.734  0.235
H: -0.754 -0.727 -1.597  0.195
H: -0.313 -2.090 -0.566  0.227
H: -3.634 -0.538 0.400  0.201
H: -2.833 0.024 -1.151  0.185
H: -1.252 1.473 0.089  0.195
H: -1.972 0.965 1.700  0.202

Atomic forces in eV per Å
0.1 0.1 0.0
-0.5 -0.1 -0.1
0.5 0.1 0.1
0.1 -0.1 -0.2
0.1 -0.1 0.1
-0.2 0.0 -0.1
0.1 0.2 0.1
-0.1 0.0 0.1
-0.1 0.1 -0.1
0.1 -0.1 -0.1
0.0 0.1 0.2
-0.1 0.1 -0.1
0.2 0.1 -0.1
0.1 -0.1 0.2
-0.1 -0.2 0.0
0.0 0.0 -0.2

lowest unoccupied orbital energy	1.1	eV
structure (SMILES)	CC#CCN1CC1
total charge	0
HOMO-LUMO gap	10.07	eV


(5)
The following is a quantum chemistry calculation of one molecule with the formula C21H32N4O3, from the OMol25 dataset.

Last column: natural (NBO) charge in e.
Cartesian coordinates (Å):
C: 3.224 -2.622 6.217  -0.601
C: 2.096 -2.639 5.195  -0.390
C: 1.976 -1.328 4.428  -0.392
C: 0.859 -1.340 3.393  -0.386
C: 0.791 -0.049 2.578  -0.432
C: -0.247 -0.121 1.501  -0.181
C: -1.292 0.688 1.391  -0.173
C: -2.330 0.557 0.317  -0.548
C: -2.587 1.895 -0.374  0.689
O: -2.430 2.943 0.229  -0.630
N: -2.999 1.865 -1.672  -0.447
C: -3.266 3.137 -2.343  -0.211
C: -3.005 3.050 -3.842  -0.419
C: -1.606 2.587 -4.152  -0.196
C: -1.313 1.622 -5.249  -0.380
C: -1.180 1.159 -3.821  -0.174
C: 0.243 1.129 -3.328  0.705
O: 1.190 1.410 -4.041  -0.632
N: 0.407 0.812 -2.011  -0.620
C: 1.713 0.736 -1.415  -0.297
C: 2.013 -0.615 -0.852  0.549
N: 2.912 -0.914 0.026  -0.515
C: 2.729 -2.271 0.180  0.322
C: 3.537 -3.098 1.112  -0.653
N: 1.779 -2.766 -0.552  -0.163
O: 1.295 -1.658 -1.257  -0.300
C: -2.155 0.121 -3.267  -0.412
C: -3.316 0.650 -2.401  -0.219
H: 3.296 -3.568 6.754  0.209
H: 4.186 -2.438 5.734  0.200
H: 3.071 -1.831 6.954  0.202
H: 2.253 -3.458 4.485  0.191
H: 1.146 -2.851 5.695  0.196
H: 1.812 -0.507 5.134  0.197
H: 2.928 -1.110 3.929  0.191
H: 1.003 -2.186 2.711  0.193
H: -0.103 -1.509 3.887  0.200
H: 0.579 0.799 3.235  0.204
H: 1.774 0.132 2.130  0.220
H: -0.146 -0.948 0.796  0.186
H: -1.425 1.511 2.084  0.220
H: -2.042 -0.231 -0.382  0.210
H: -3.288 0.244 0.750  0.244
H: -4.300 3.449 -2.156  0.195
H: -2.620 3.882 -1.883  0.236
H: -3.730 2.396 -4.329  0.199
H: -3.164 4.041 -4.273  0.231
H: -0.832 3.322 -3.960  0.231
H: -2.161 1.222 -5.791  0.208
H: -0.398 1.741 -5.809  0.250
H: -0.398 0.732 -1.413  0.406
H: 2.436 0.971 -2.197  0.275
H: 1.841 1.464 -0.612  0.235
H: 3.205 -4.133 1.080  0.238
H: 4.590 -3.045 0.838  0.238
H: 3.437 -2.715 2.128  0.233
H: -2.580 -0.453 -4.092  0.224
H: -1.578 -0.602 -2.684  0.222
H: -3.642 -0.124 -1.709  0.216
H: -4.187 0.859 -3.022  0.203

Atomic forces in eV per Å
0.0 0.0 0.0
0.0 0.0 0.0
0.0 0.0 0.0
0.0 0.0 0.0
0.0 0.0 0.0
0.0 -0.1 0.0
0.0 0.0 0.0
0.0 0.0 0.0
0.0 0.0 0.0
0.0 0.0 0.0
0.0 0.0 0.0
0.0 0.0 0.0
0.0 0.0 0.0
0.0 0.0 0.0
0.0 0.0 0.0
0.0 0.0 0.0
0.0 0.0 0.0
0.0 0.0 0.0
0.0 0.0 0.0
0.0 0.1 0.0
0.0 0.0 0.0
0.0 0.0 0.0
0.0 0.0 0.0
0.0 0.0 0.0
0.0 0.0 0.0
0.0 0.0 0.0
0.0 0.0 0.0
0.0 0.0 0.0
0.0 0.0 0.0
0.0 0.0 0.0
0.0 0.0 0.0
0.0 0.0 0.0
0.0 0.0 0.0
0.0 0.0 0.0
0.0 0.0 0.0
0.0 0.0 0.0
0.0 0.0 0.0
0.0 0.0 0.0
0.0 0.0 0.0
0.0 0.0 0.0
0.0 0.0 0.0
0.0 0.0 0.0
0.0 0.0 0.0
0.0 0.0 0.0
0.0 0.0 0.0
0.0 0.0 0.0
0.0 0.0 0.0
0.0 0.0 0.0
0.0 0.0 0.0
0.0 0.0 0.0
0.0 0.0 0.0
0.0 0.0 0.0
0.0 0.0 0.0
0.0 0.0 0.0
0.0 0.0 0.0
0.0 0.0 0.0
0.0 0.0 0.0
0.0 0.0 0.0
0.0 0.0 0.0
0.0 0.0 0.0

lowest unoccupied orbital energy	0.7	eV
structure (SMILES)	CCCCC/C=C/CC(=O)N1CC[C@@H]2C[C@]2(C(=O)NCc2nc(C)no2)CC1
total charge	0
HOMO-LUMO gap	10.09	eV


What is the total charge in the fifth record?
0